Here is a structure of composition C44H71F3O11S2 from the OMol25 dataset. Energies are from ωB97M-V/def2-TZVPD.

The geometry in XYZ format:
```
131
Properties=species:S:1:pos:R:3
C -0.76000 -0.85069 -0.03283
C 0.65264 -1.36492 -0.32342
C 1.52476 -0.46589 0.64412
O 0.79537 0.77258 0.79920
C -0.49409 0.59471 0.06797
H -0.95608 -1.21272 0.97642
H -1.51668 -1.15555 -0.75574
H 0.82776 -1.08369 -1.36185
H 0.82232 -2.42659 -0.14409
H 2.52178 -0.27724 0.24603
H 1.44959 -0.94311 1.62121
H -0.27787 0.98557 -0.92630
H -1.37243 1.05530 0.52015
C -0.78233 0.27985 -4.09830
C -0.50313 1.64168 -4.57053
C -0.78079 2.47709 -3.31052
O -0.41075 1.59814 -2.23528
C -0.24362 0.28334 -2.66460
H -0.29699 -0.47762 -4.71376
H -1.86437 0.15149 -4.06978
H -1.13601 1.85105 -5.43292
H 0.53020 1.76111 -4.89621
H -1.83235 2.76398 -3.30663
H -0.28204 3.44627 -3.31671
H -0.71326 -0.45105 -2.01022
H 0.80008 -0.03097 -2.66042
C 2.10763 1.85440 -1.00986
C 0.88635 2.66197 -0.77969
C 1.09998 3.93510 -1.61343
O 2.52770 4.05008 -1.78066
C 3.13306 2.95490 -1.13978
H 1.94462 1.29177 -1.92908
H 2.30843 1.08633 -0.26298
H 0.87841 2.86946 0.29035
H -0.02692 2.13479 -1.05556
H 0.62490 4.74678 -1.06247
H 0.73183 3.78654 -2.62857
H 3.61396 3.18386 -0.18877
H 3.97895 2.54488 -1.69155
C 0.33548 -3.86368 -1.30403
C 1.76781 -3.45784 -1.20325
C 2.50159 -4.28154 -2.31446
O 1.63003 -5.42838 -2.51924
C 0.55766 -5.36263 -1.56964
H -0.19840 -3.39435 -2.13034
H -0.20643 -3.72345 -0.36874
H 2.15505 -3.71871 -0.21831
H 1.97535 -2.38934 -1.26109
H 3.47469 -4.56488 -1.91334
H 2.58943 -3.70325 -3.23423
H 0.91304 -5.90108 -0.69108
H -0.31078 -5.82046 -2.04325
C 3.32761 1.34230 3.13512
C 3.17107 1.62715 1.66814
C 1.96886 2.56026 1.61345
O 1.95575 3.22362 2.86196
C 2.76982 2.57294 3.81833
H 4.35489 1.22104 3.47875
H 2.80451 0.40842 3.34088
H 3.11272 0.84891 0.90720
H 4.06973 2.18296 1.40060
H 1.01006 2.08294 1.41106
H 2.17946 3.31909 0.85983
H 2.19086 2.27976 4.69408
H 3.56441 3.28045 4.05528
O -3.40889 -2.73896 -2.98985
S -2.67379 -2.91292 -1.72072
O -1.24436 -2.50016 -1.59609
O -3.56350 -2.18409 -0.50788
C -5.00608 -2.14922 -0.61840
C -5.63187 -1.15557 -1.58861
C -2.77215 -4.67510 -1.18535
H -5.46870 -1.91763 0.34100
H -5.40082 -3.14754 -0.80719
H -6.68341 -1.43283 -1.66275
H -5.26973 -1.29903 -2.60663
H -5.56599 -0.14410 -1.18776
H -3.73596 -4.99874 -1.57835
H -2.75321 -4.63530 -0.09625
H -1.87873 -5.13583 -1.60680
O 5.01737 -2.06738 3.97670
S 4.57619 -2.37126 2.64691
O 5.25366 -3.41465 1.90079
O 2.93082 -2.65957 2.64666
C 2.32996 -3.13615 1.41458
C 0.85009 -3.37461 1.75623
C 4.62329 -0.82967 1.60921
H 2.69808 -4.05924 0.96682
H 2.42163 -2.34527 0.67012
H 0.70633 -4.13893 2.51994
H 0.49674 -3.81382 0.82331
H 0.35709 -2.44831 2.05120
H 3.90112 -0.11318 2.00064
H 4.46388 -1.13205 0.57420
H 5.62753 -0.40684 1.63760
F -2.97659 6.20649 0.29663
C -2.12994 5.20290 0.73352
C -0.76556 5.32791 0.59562
C 0.08983 4.29143 0.87796
C -0.38404 3.04604 1.26329
C -1.80767 2.87336 1.42348
C -2.63844 3.98470 1.16472
H -0.37923 6.28587 0.28021
H 1.15836 4.39018 0.75592
H 0.21147 2.14560 1.29427
H -2.26252 1.94619 1.73951
H -3.71640 3.94953 1.22109
F 2.28665 -0.88063 3.51858
C 1.00285 -0.53328 3.34428
C 0.63800 0.71229 2.95390
C -0.67239 0.97610 2.64720
C -1.60528 -0.01539 2.75927
C -1.28939 -1.27660 3.23217
C 0.06256 -1.53857 3.50994
H 1.42062 1.45293 2.88061
H -0.94508 1.93913 2.24148
H -2.63781 0.25528 2.59486
H -2.05709 -2.03454 3.28267
H 0.35251 -2.52587 3.83792
F -3.64237 -0.24171 1.66452
C -3.41448 0.41792 0.53373
C -3.77202 1.75853 0.42219
C -3.66643 2.46782 -0.72851
C -3.10187 1.91768 -1.81024
C -2.75779 0.56906 -1.84524
C -2.90722 -0.20340 -0.65353
H -4.19583 2.20482 1.30966
H -3.86164 3.53002 -0.72385
H -2.92100 2.54553 -2.67018
H -2.34496 0.09713 -2.72459
H -2.74075 -1.27031 -0.67306
```

Calculated values
- LUMO (eV) = -0.193
- electronic energy (eV) = -99081.7186
- E_HOMO (eV) = -8.037
- 2S+1 = 1

Atom charges from the Löwdin analysis, given in e for atoms 1 to 4: C -0.16; C -0.13; C -0.10; O -0.30